(1)
This record from OMol25 describes one molecule with the formula C25H34N2O6. The level of theory is ωB97M-V with the def2-TZVPD basis set.

HOMO = -0.30123 Eh
Calculated total energy = -1534.015317 a.u.
SMILES = CCCc1cc(=O)oc2c3c(cc(OCC(=O)NCCN4CCOCC4)c12)OC(C)(C)CC3
ΔE to the lowest compared entry with this formula, charge and spin = 6.3 kcal per mole
Max |F| = 0.019 Eh/bohr

Each line ends with the Löwdin charge.
Geometry (Å):
C -2.13 1.82 1.09  -0.099
C -3.16 1.03 1.88  -0.227
C -2.67 -0.38 2.25  -0.142
C -2.55 -1.24 1.02  -0.131
C -3.70 -1.70 0.48  0.055
C -3.77 -2.49 -0.72  -0.446
O -4.77 -2.90 -1.25  0.108
O -2.56 -2.80 -1.29  0.129
C -1.39 -2.39 -0.78  -0.120
C -0.27 -2.83 -1.49  -0.072
C 0.99 -2.48 -1.02  -0.194
C 1.11 -1.68 0.12  0.084
C 0.01 -1.24 0.81  -0.182
O 0.13 -0.46 1.93  -0.076
C 1.41 -0.28 2.50  -0.080
C 2.34 0.65 1.72  -0.499
O 3.55 0.62 1.87  0.067
N 1.71 1.48 0.87  0.090
C 2.38 2.53 0.15  -0.142
C 2.09 3.90 0.79  -0.171
N 0.65 4.12 0.82  -0.176
C 0.16 4.87 1.97  -0.166
C 0.43 6.38 1.84  -0.190
O -0.15 6.89 0.66  -0.131
C 0.35 6.22 -0.48  -0.191
C 0.11 4.71 -0.40  -0.154
C -1.30 -1.59 0.39  -0.013
O 2.14 -2.85 -1.61  0.029
C 2.09 -3.85 -2.63  -0.542
C 3.39 -3.70 -3.42  -0.013
C 2.03 -5.23 -1.97  -0.001
C 0.87 -3.61 -3.54  -0.111
C -0.43 -3.65 -2.74  -0.111
H -1.85 1.28 0.18  0.082
H -2.54 2.78 0.80  0.070
H -1.24 1.98 1.69  0.058
H -3.40 1.56 2.80  0.109
H -4.08 0.94 1.30  0.107
H -1.73 -0.31 2.78  0.104
H -3.42 -0.84 2.91  0.123
H -4.66 -1.48 0.94  0.131
H 2.11 -1.42 0.42  0.125
H 1.92 -1.23 2.67  0.143
H 1.22 0.19 3.47  0.146
H 0.70 1.53 0.89  0.115
H 2.06 2.52 -0.89  0.118
H 3.45 2.33 0.20  0.123
H 2.64 4.67 0.25  0.117
H 2.46 3.88 1.82  0.128
H 0.62 4.48 2.88  0.122
H -0.92 4.71 2.02  0.118
H -0.03 6.93 2.66  0.125
H 1.51 6.57 1.84  0.125
H -0.17 6.65 -1.34  0.126
H 1.43 6.43 -0.59  0.119
H 0.55 4.21 -1.26  0.119
H -0.97 4.52 -0.39  0.118
H 4.23 -3.79 -2.75  0.088
H 3.42 -2.73 -3.90  0.088
H 3.45 -4.47 -4.18  0.090
H 1.19 -5.29 -1.28  0.087
H 2.94 -5.40 -1.41  0.091
H 1.93 -6.01 -2.72  0.094
H 0.86 -4.35 -4.34  0.128
H 0.99 -2.62 -3.99  0.132
H -1.25 -3.24 -3.33  0.127
H -0.69 -4.67 -2.49  0.126

***

(2)
This record from OMol25 describes C4H16F2HfN8O4 as an isolated structure in a non-equilibrium geometry. The level of theory is ωB97M-V with the def2-TZVPD basis set.

HOMO = -0.51328 Eh
Calculated total energy = -1148.255415 a.u.
Total charge = +2
ΔE to the lowest compared entry with this formula, charge and spin = 22.7 kcal per mole
Max |F| = 0.244 Eh/bohr

Each line ends with the Löwdin charge.
Geometry (Å):
Hf 2.30 1.25 2.03  2.390
F 1.37 -0.21 3.48  -0.435
F 1.24 -0.19 0.65  -0.431
C -1.27 1.85 1.66  -0.604
O -0.06 1.94 2.01  -0.121
N -1.89 0.70 1.38  0.231
N -2.05 2.91 1.76  0.226
H -1.47 -0.18 1.63  0.104
H -2.84 0.73 1.04  0.137
H -3.03 2.67 1.79  0.138
H -1.75 3.80 2.12  0.144
C 0.87 2.67 -0.87  -0.609
O 1.57 2.42 0.14  -0.170
N 0.67 3.92 -1.24  0.235
N 0.27 1.73 -1.59  0.254
H 1.15 4.66 -0.75  0.141
H 0.15 4.24 -2.04  0.148
H 0.45 0.80 -1.26  0.062
H -0.42 1.97 -2.28  0.149
C 0.04 -3.75 1.38  -0.708
O -0.47 -4.73 1.93  0.041
N 0.63 -3.83 0.20  0.183
N -0.22 -2.53 1.90  0.141
H 1.03 -3.02 -0.23  0.057
H 0.65 -4.76 -0.18  0.133
H 0.24 -1.69 1.58  0.020
H -0.67 -2.51 2.80  0.114
C 0.48 -1.40 -2.88  -0.699
O 0.54 -1.67 -4.06  0.084
N 1.50 -1.45 -1.98  0.141
N -0.71 -1.07 -2.31  0.141
H 1.61 -1.12 -1.04  0.037
H 2.30 -1.82 -2.48  0.125
H -1.45 -1.22 -2.98  0.124
H -0.78 -1.08 -1.31  0.077

***

(3)
This record from OMol25 describes C43H43N10O3RbS as an isolated structure in a non-equilibrium geometry. The level of theory is ωB97M-V with the def2-TZVPD basis set.

HOMO = -0.30122 Eh
Calculated total energy = -2860.018323 a.u.
ΔE to the lowest compared entry with this formula, charge and spin = 19.0 kcal per mole
Max |F| = 0.031 Eh/bohr

Each line ends with the Löwdin charge.
Geometry (Å):
Rb 0.29 1.28 -0.88  0.940
C -0.74 3.93 1.02  -0.228
C 0.61 4.60 0.73  -0.208
N 1.27 4.01 -0.41  -0.139
C 1.88 4.90 -1.37  -0.284
C 0.86 5.63 -2.24  -0.455
S -0.34 4.53 -3.05  0.856
C -1.90 5.05 -2.32  -0.476
C -2.00 5.02 -0.79  -0.278
N -1.53 3.79 -0.20  -0.106
H -0.57 2.93 1.40  0.067
H -1.27 4.49 1.81  0.119
H 0.46 5.67 0.54  0.106
H 1.22 4.56 1.64  0.120
H 1.89 3.23 -0.17  0.041
H 2.53 5.67 -0.90  0.120
H 2.53 4.30 -2.00  0.123
H 0.30 6.35 -1.66  0.066
H 1.38 6.19 -3.02  0.070
H -2.16 6.05 -2.67  0.074
H -2.64 4.37 -2.75  0.058
H -1.42 5.85 -0.39  0.098
H -3.05 5.23 -0.52  0.120
H -2.26 3.10 -0.09  0.093
C -2.92 0.25 -4.02  -0.114
C -2.46 1.15 -3.07  -0.127
N -2.57 0.91 -1.77  0.092
C -3.11 -0.25 -1.42  -0.226
C -3.55 -1.16 -2.38  -0.078
N -3.47 -0.91 -3.68  0.107
C -3.16 -0.57 0.03  -0.208
C -4.28 -1.18 0.58  0.052
C -4.29 -1.48 1.94  -0.140
C -3.15 -1.17 2.67  0.051
C -2.07 -0.57 2.03  -0.192
N -2.08 -0.26 0.74  0.160
C -0.80 -0.31 2.76  -0.203
C -0.36 -1.14 3.78  -0.076
N 0.77 -0.92 4.44  0.098
C 1.48 0.13 4.05  -0.121
C 1.07 0.94 2.99  -0.114
N -0.07 0.73 2.35  0.127
C -5.46 -2.12 2.58  -0.173
C -5.87 -1.75 3.85  -0.012
C -6.97 -2.39 4.41  -0.137
N -7.65 -3.35 3.81  0.063
C -7.25 -3.70 2.59  -0.137
C -6.18 -3.12 1.94  -0.011
H -2.82 0.46 -5.08  0.112
H -1.99 2.08 -3.36  0.082
H -3.96 -2.12 -2.08  0.120
H -5.15 -1.38 -0.03  0.126
H -3.10 -1.41 3.73  0.119
H -0.93 -2.02 4.07  0.115
H 2.40 0.33 4.57  0.111
H 1.68 1.76 2.65  0.116
H -5.37 -0.96 4.40  0.115
H -7.31 -2.11 5.40  0.107
H -7.82 -4.48 2.11  0.106
H -5.89 -3.46 0.95  0.114
O 2.15 -0.82 1.28  -0.016
C 3.25 -0.81 0.35  -0.307
C 2.82 0.36 -0.57  -0.716
O 2.46 0.10 -1.72  -0.137
O 2.77 1.48 0.01  -0.115
C 4.56 -0.46 1.03  -0.139
C 5.77 -0.84 0.46  -0.012
C 6.97 -0.50 1.07  -0.076
C 6.97 0.22 2.26  -0.095
C 5.76 0.61 2.82  -0.073
C 4.57 0.28 2.20  -0.017
C 3.31 -2.19 -0.31  -0.134
C 3.56 -3.27 0.53  -0.040
C 3.59 -4.57 0.06  -0.083
C 3.38 -4.81 -1.30  -0.093
C 3.15 -3.74 -2.14  -0.080
C 3.12 -2.44 -1.66  -0.011
H 2.31 -1.54 1.91  0.096
H 5.78 -1.41 -0.46  0.123
H 7.90 -0.79 0.61  0.101
H 7.90 0.48 2.74  0.098
H 5.75 1.19 3.73  0.100
H 3.63 0.61 2.61  0.078
H 3.78 -3.11 1.58  0.122
H 3.79 -5.39 0.73  0.099
H 3.40 -5.82 -1.68  0.097
H 2.99 -3.91 -3.20  0.097
H 2.91 -1.61 -2.33  0.098
N -0.66 -2.62 -0.95  0.153
C -0.26 -2.47 -2.27  -0.396
C -0.02 -3.60 -3.07  -0.033
C 0.39 -3.40 -4.36  -0.083
C 0.55 -2.10 -4.84  -0.066
C 0.26 -1.07 -3.98  -0.149
N -0.15 -1.23 -2.72  0.092
H -0.32 -3.45 -0.50  0.097
H -0.50 -1.79 -0.38  0.065
H -0.14 -4.59 -2.66  0.113
H 0.59 -4.25 -5.00  0.109
H 0.89 -1.91 -5.85  0.099
H 0.37 -0.04 -4.30  0.115

***

no.,gap between HOMO and LUMO (eV)
1,8.48
2,2.39
3,7.68